Arrangement i

39
Properties=species:S:1:pos:R:3:lowdin_charge:R:1 method="wB97M-V/def2-TZVPD" e_homo_ev=-7.9 lumo_ev=0.854 gap_ev=8.78
C -2.952 -3.701 2.817 -0.113
C -2.843 -2.288 2.255 -0.272
C -1.501 -1.646 2.603 -0.228
C -1.364 -0.232 2.032 -0.160
C -1.129 -0.195 0.506 -0.315
C -2.070 0.790 -0.172 -0.053
N 0.254 0.163 0.243 -0.020
N 1.251 -0.666 0.762 0.156
C 2.484 -0.445 0.195 -0.422
O 3.511 -0.991 0.553 0.046
C 2.202 0.524 -0.853 -0.024
C 2.996 1.148 -1.810 -0.190
C 4.459 0.871 -1.914 -0.018
C 2.343 2.036 -2.655 0.000
C 0.971 2.266 -2.528 -0.318
C 0.273 3.217 -3.450 -0.034
N 0.210 1.677 -1.614 0.160
C 0.822 0.829 -0.796 -0.204
H -3.916 -4.138 2.566 0.068
H -2.171 -4.337 2.407 0.073
H -2.852 -3.690 3.900 0.072
H -2.967 -2.322 1.171 0.103
H -3.650 -1.673 2.660 0.111
H -0.697 -2.287 2.233 0.104
H -1.409 -1.599 3.691 0.115
H -2.275 0.320 2.266 0.111
H -0.543 0.291 2.528 0.116
H -1.305 -1.198 0.088 0.145
H -1.906 1.792 0.214 0.089
H -3.098 0.494 0.023 0.082
H -1.901 0.811 -1.243 0.064
H 1.093 -1.156 1.627 0.148
H 5.025 1.791 -1.775 0.090
H 4.697 0.479 -2.902 0.090
H 4.756 0.149 -1.159 0.071
H 2.895 2.555 -3.424 0.119
H 0.734 4.201 -3.397 0.081
H -0.774 3.294 -3.171 0.074
H 0.346 2.866 -4.478 0.082



Arrangement ii

39
Properties=species:S:1:pos:R:3:lowdin_charge:R:1 method="wB97M-V/def2-TZVPD" e_homo_ev=-7.8 lumo_ev=0.521 gap_ev=8.36
C -2.011 -2.765 0.061 0.042
O -0.878 1.287 1.235 0.028
N -1.475 -1.765 -0.024 -0.019
C -0.357 0.160 1.093 -0.347
C -0.842 -0.560 -0.129 -0.159
C -0.481 -0.123 -1.397 -0.052
N -0.899 1.384 -3.765 -0.239
N 0.580 -0.226 2.048 -0.057
C -1.103 2.085 -4.992 -0.103
C -0.764 -0.901 -2.745 -0.098
C 0.380 1.115 -1.696 -0.114
C -1.493 0.016 -3.711 -0.167
C -0.443 2.061 -2.559 -0.188
C 0.879 0.632 3.252 -0.078
C 1.193 -1.503 1.974 -0.149
C 0.497 -0.118 4.568 -0.176
C 1.459 -2.009 3.449 -0.163
C 1.548 -1.199 4.723 -0.238
H -0.524 3.058 -5.104 0.110
H -0.690 1.416 -5.763 0.076
H -2.162 2.098 -5.164 0.068
H -1.439 -1.701 -2.773 0.085
H 0.208 -1.134 -3.182 0.124
H 0.664 1.721 -0.889 0.092
H 1.273 0.929 -2.268 0.120
H -1.490 -0.338 -4.718 0.107
H -2.505 0.117 -3.270 0.131
H -1.209 2.566 -1.921 0.133
H 0.160 2.877 -2.851 0.097
H 0.278 1.491 3.117 0.094
H 1.967 0.808 3.304 0.132
H 2.014 -1.416 1.358 0.089
H 0.413 -2.191 1.477 0.131
H -0.486 -0.626 4.579 0.125
H 0.561 0.515 5.466 0.113
H 2.488 -2.502 3.201 0.132
H 0.722 -2.818 3.658 0.115
H 1.512 -1.829 5.593 0.108
H 2.452 -0.611 4.765 0.096



Stability, lowest: arrangement ii



Arrangement i

10
Properties=species:S:1:pos:R:3:lowdin_charge:R:1 method="wB97M-V/def2-TZVPD" total_charge=-1 e_homo_ev=-4.8 lumo_ev=3.875 gap_ev=8.68
N -0.016 0.391 -1.627 -0.125
P -0.739 -0.343 -0.273 0.166
O -2.131 0.103 0.107 -0.434
O -0.514 -1.823 -0.489 -0.449
C 0.493 0.183 1.151 -0.671
Cl 0.249 -1.063 2.413 0.433
H 0.127 1.384 -1.717 0.013
H 0.906 -0.103 -1.744 0.046
H 1.390 0.050 0.645 -0.028
H 0.235 1.221 1.535 0.049



Arrangement ii

10
Properties=species:S:1:pos:R:3:lowdin_charge:R:1 method="wB97M-V/def2-TZVPD" total_charge=-1 e_homo_ev=-5.1 lumo_ev=3.889 gap_ev=9.00
C 1.190 0.158 -0.305 -0.229
N 0.281 -0.464 0.675 -0.219
P -1.263 -0.430 -0.022 0.023
O -2.333 -1.051 0.902 -0.479
O -1.318 -0.637 -1.444 -0.370
Cl -1.618 1.722 0.281 0.072
H 1.065 -0.259 -1.290 0.061
H 1.062 1.147 -0.195 -0.006
H 2.237 -0.068 -0.140 0.062
H 0.696 -0.118 1.538 0.085



Stability, lowest: arrangement i



Arrangement i

21
Properties=species:S:1:pos:R:3:lowdin_charge:R:1 method="wB97M-V/def2-TZVPD" total_charge=+1 e_homo_ev=-13.3 lumo_ev=-6.024 gap_ev=7.23
C -0.504 -1.731 -0.710 -0.043
C -0.288 -0.373 -0.091 -0.479
C -1.233 -0.098 1.124 -0.178
C -1.553 1.411 1.202 -0.464
S -2.116 1.906 -0.468 0.834
N 1.016 -0.091 0.228 0.127
H 0.354 -1.991 -1.329 0.096
H -1.383 -1.747 -1.350 0.099
H -0.599 -2.475 0.080 0.109
H -0.929 0.641 -0.917 0.014
H -2.150 -0.657 0.957 0.123
H -0.798 -0.455 2.052 0.141
H -0.733 2.062 1.494 0.082
H -2.364 1.570 1.911 0.086
H -0.206 0.465 -1.956 0.268
H 1.609 -0.314 -0.565 0.088
H -1.884 3.212 -0.248 -0.070
H 1.115 0.891 0.460 0.125
H 4.523 -1.032 -1.292 0.050
H 4.291 -0.442 0.103 0.049
O 3.834 -0.752 -0.685 -0.055



Arrangement ii

21
Properties=species:S:1:pos:R:3:lowdin_charge:R:1 method="wB97M-V/def2-TZVPD" total_charge=+1 e_homo_ev=-12.4 lumo_ev=-3.121 gap_ev=9.30
C -0.192 1.424 0.224 -0.165
C -0.154 1.266 -1.282 -0.212
C 0.303 -0.127 -1.770 -0.464
S -0.357 -1.542 -0.790 0.808
C -2.077 -1.496 -1.358 -0.375
N 0.956 0.761 0.943 0.167
H -1.077 1.067 0.719 0.118
H -0.128 2.470 0.509 0.133
H -1.163 1.410 -1.618 0.112
H 0.569 1.958 -1.704 0.120
H -0.053 -0.333 -2.787 0.083
H 1.400 -0.224 -1.774 0.081
H -2.593 -2.304 -0.842 0.041
H -2.568 -0.598 -0.976 0.036
H -2.111 -1.613 -2.432 0.046
H 1.792 1.347 0.956 0.172
H 1.212 -0.134 0.523 0.094
H 0.729 0.514 1.913 0.120
H 0.806 1.015 4.152 0.067
H 2.163 0.335 4.400 0.069
O 1.602 0.690 3.702 -0.049



Stability, lowest: arrangement i



Arrangement i

16
Properties=species:S:1:pos:R:3:lowdin_charge:R:1 method="wB97M-V/def2-TZVPD" e_homo_ev=-7.7 lumo_ev=0.714 gap_ev=8.41
C -0.281 -0.179 -1.662 -0.015
C 0.046 0.708 1.025 -0.534
C -0.072 -0.825 -0.320 -0.422
N -0.851 0.789 2.083 0.119
N -0.520 -2.143 -0.265 0.124
O 1.549 1.750 -0.366 -0.092
N 0.790 1.759 0.814 -0.002
N 0.655 -0.520 0.729 0.133
H 2.146 2.499 -0.243 0.085
H -0.963 -0.077 2.588 0.084
H -0.695 1.597 2.669 0.088
H 0.107 -2.808 0.162 0.099
H -0.894 -2.542 -1.111 0.079
H 0.635 -0.271 -2.248 0.100
H -1.109 -0.610 -2.224 0.076
H -0.542 0.874 -1.632 0.078



Arrangement ii

16
Properties=species:S:1:pos:R:3:lowdin_charge:R:1 method="wB97M-V/def2-TZVPD" e_homo_ev=-8.2 lumo_ev=0.161 gap_ev=8.37
C -1.897 -0.536 -0.231 -0.318
C -1.051 0.649 -0.052 -0.557
C 2.609 0.689 -0.077 -0.295
H -3.137 0.436 1.336 0.156
H -4.103 0.083 -0.837 0.247
H -2.009 -1.124 -1.291 0.168
H -1.524 -1.463 0.152 0.079
H 0.598 -0.592 -0.318 0.089
H 3.344 1.472 -0.090 0.097
H 4.198 -0.338 0.572 0.085
H 2.701 -1.646 0.495 0.230
N -3.229 -0.266 0.360 -0.109
N 0.277 0.303 -0.156 0.018
N 1.358 1.102 -0.021 0.026
N 3.262 -0.531 0.112 -0.027
O -1.397 1.762 0.047 0.110



Arrangement iii

16
Properties=species:S:1:pos:R:3:lowdin_charge:R:1 method="wB97M-V/def2-TZVPD" e_homo_ev=-8.7 lumo_ev=0.683 gap_ev=9.42
C -1.397 -1.832 0.423 -0.107
N -1.041 -0.942 -0.789 -0.111
N -0.078 -0.014 -0.369 -0.119
C 1.253 -0.253 -0.809 -0.187
O 2.007 0.745 -0.886 -0.039
C -0.562 1.312 0.165 -0.138
N 0.132 2.164 0.762 -0.010
N 1.414 1.828 1.148 0.032
H -2.168 -2.718 -0.118 0.129
H -1.998 -1.038 1.176 0.126
H -0.526 -2.448 0.857 0.068
H -0.648 -1.366 -1.600 0.077
H 1.390 -1.189 -1.411 0.146
H -1.479 1.556 -0.337 0.107
H 1.946 1.545 0.331 -0.007
H 1.756 2.651 1.458 0.031



Arrangement iv

16
Properties=species:S:1:pos:R:3:lowdin_charge:R:1 method="wB97M-V/def2-TZVPD" e_homo_ev=-8.8 lumo_ev=-0.260 gap_ev=8.59
C 0.217 -1.389 -0.136 -0.187
C 0.222 -0.574 -1.397 -0.145
C -0.369 0.761 0.433 -0.469
H -0.466 0.394 2.676 0.207
H -1.659 -1.491 2.423 0.179
H 1.402 -1.393 0.261 0.177
H -0.172 -2.401 -0.471 0.122
H -0.500 -0.618 -2.157 0.090
H 1.342 -0.873 -1.807 0.173
H -0.533 2.189 -2.111 0.221
H 0.999 2.510 -0.128 0.221
N -0.508 -0.883 2.266 -0.052
N -0.696 -0.620 0.811 -0.187
N 0.338 0.717 -0.683 -0.283
N 0.722 1.930 -1.268 0.005
O -0.337 1.740 1.288 -0.071



Stability, lowest: arrangement iv